Record 1
Formula: C36H30Cl2MoN4O6S2Se
Source: the Open Molecules 2025 dataset
Level of theory: the ωB97M-V functional and the def2-TZVPD basis

Element x y z (Å)
1 C -0.1266 -4.7345 0.9250
2 C 5.1047 4.4953 0.6626
3 C -0.8054 -6.8119 -0.3390
4 C 2.4475 2.1688 2.7941
5 H 4.2955 3.4253 -2.4273
6 H -3.4379 -0.1094 -4.1429
7 C -2.4930 -4.0453 1.1500
8 C 0.5150 1.5823 -2.7981
9 H -6.6573 -1.4997 -0.6783
10 C 5.1513 4.3788 -0.7007
11 C -0.1628 -4.8657 -1.5821
12 C -5.4343 -0.7787 -3.7432
13 Cl 3.9225 -0.4281 1.3372
14 H -3.0013 -3.3950 -0.8495
15 H 2.6515 2.1480 -1.1666
16 C -0.1753 2.6279 0.2294
17 H -1.0896 2.6540 0.8342
18 C 4.1850 3.7880 2.8335
19 Se 1.0044 0.1777 -1.7470
20 C 1.8222 6.3479 0.9240
21 C 4.1925 3.7421 1.4228
22 N -3.1163 -1.8179 0.5286
23 H -0.2415 -5.0486 -3.7087
24 C 1.4480 1.2989 3.4726
25 C -1.0426 -7.4916 -1.5219
26 H 2.2583 6.3267 -1.1698
27 C -0.3563 -5.4978 -0.3583
28 O 4.7725 0.6757 1.5409
29 H 1.1857 6.1172 2.9639
30 C -3.3223 -3.2050 0.1837
31 C 3.3384 2.7973 -0.6439
32 C -4.1447 -0.4166 -3.3886
33 H 3.2978 2.9054 4.5917
34 H -1.0312 -7.3867 -3.6582
35 O 4.6340 -1.5848 1.0063
36 C -3.7580 -0.4419 -2.0615
37 C -4.2188 -0.8983 0.3620
38 C -1.8406 -1.4124 0.7115
39 C 3.3325 2.9709 3.5173
40 H 5.8803 4.9365 -1.2707
41 C 0.5525 4.4930 1.7360
42 O 0.6905 0.7508 2.5756
43 Mo 0.9855 0.7218 0.7116
44 H -2.5855 -5.1066 0.9162
45 C 1.7875 5.8053 -0.3496
46 H -0.2212 -5.3975 1.7914
47 O 1.3528 1.1699 4.6729
48 C -6.3369 -1.1663 -2.7687
49 H 0.1859 -3.8427 -1.6101
50 H -4.3834 -3.4408 0.2719
51 S 0.8255 -1.8196 0.8801
52 H -2.7556 -0.1452 -1.7841
53 H -2.8505 -3.8696 2.1742
54 H -7.3443 -1.4463 -3.0391
55 H -0.9563 -7.3150 0.6061
56 C 1.1931 5.6959 1.9708
57 O 3.0626 -0.6262 2.4404
58 H -1.3853 -8.5156 -1.4933
59 H -5.7375 -0.7518 -4.7781
60 N 0.2795 2.4743 -3.4880
61 C 1.1411 4.6043 -0.5752
62 H 5.7938 5.1398 1.1872
63 H 4.8628 4.4468 3.3518
64 C 4.2611 3.5220 -1.3537
65 C -0.8413 -6.8585 -2.7362
66 C 0.5209 3.9093 0.4655
67 H -3.8902 0.0868 0.6994
68 O 3.0322 -0.1081 0.1987
69 C 3.2837 2.8750 0.7560
70 C -0.4017 -5.5444 -2.7634
71 H 1.0883 4.1980 -1.5750
72 Cl -0.2255 3.6866 3.0611
73 C -4.6592 -0.8376 -1.0796
74 H 2.3221 7.2868 1.1018
75 H -0.4951 2.5903 -0.8192
76 N 2.3795 2.1322 1.4623
77 H -5.0423 -1.2340 1.0012
78 H 0.8688 -4.2875 0.9307
79 C -0.7984 -2.3621 0.8563
80 S -1.4925 0.2610 0.7556
81 N -1.1005 -3.6677 1.0430
82 C -5.9494 -1.2004 -1.4401

Values from the calculation:
E_HOMO (spin up / spin down) in Eh: -0.2681 / -0.2680
Frontier orbital gap (spin up / spin down) in eV: 5.039 / 5.032

Atomic partial charges in e from the Löwdin method, atoms 1 to 4: C -0.114; C -0.020; C -0.052; C -0.217


Record 2
Formula: C23H33N7Re
Source: the Open Molecules 2025 dataset
Level of theory: the ωB97M-V functional and the def2-TZVPD basis

Element x y z (Å)
1 H -0.0590 -3.1934 -0.6158
2 N 0.3318 -1.2773 2.2856
3 H 2.0067 -3.5126 -4.3348
4 C -4.2860 0.3103 -2.1271
5 C -3.1599 -0.2196 -1.5218
6 H 0.8473 0.3648 3.4716
7 C -1.0650 2.6804 -0.7355
8 H 1.7675 3.2471 -0.7288
9 C 2.2605 1.7429 0.6730
10 H -0.9210 3.5659 -1.3657
11 C 0.9415 -3.5219 -2.4514
12 C -1.6504 -2.7373 2.0757
13 H -2.2822 1.3048 1.7600
14 C -4.3848 1.6888 -2.2779
15 C 4.3397 1.5084 1.8379
16 H -0.3613 1.2716 -2.6795
17 C 3.3709 2.3283 1.2912
18 H -1.2967 3.0512 0.2677
19 H 0.7958 3.2815 0.7225
20 H -5.0676 -0.3505 -2.4703
21 H 2.0615 0.8951 -3.3902
22 C 1.8046 -1.5597 -3.4665
23 H 2.9478 -1.4332 0.9669
24 N 2.1001 0.4254 0.6596
25 N -1.3206 0.9917 1.9243
26 H -3.3429 3.5469 -1.9928
27 H -1.3714 1.1033 4.0514
28 C 0.0469 -0.3775 3.4214
29 H -0.0249 -3.0232 3.4493
30 H -1.9467 -3.7882 1.9928
31 H 3.4784 3.4028 1.3174
32 C -0.1715 -2.6576 2.4261
33 Re -0.5039 -0.2529 0.1456
34 H -5.2632 2.1384 -2.7205
35 N -1.8937 -2.0057 0.8023
36 C 1.2354 2.6031 -0.0153
37 C 3.0669 -0.3676 1.1096
38 H -0.7539 1.8404 2.0047
39 H -3.0601 -1.2925 -1.4372
40 C 4.2189 0.1321 1.6999
41 C 0.5227 1.6307 -2.1462
42 C -3.3241 2.4757 -1.8508
43 C 1.6184 -2.9285 -3.5120
44 H -2.2605 -2.3031 2.8666
45 C 1.6640 0.6589 -2.4023
46 H -2.1353 -0.3216 3.3635
47 N 0.5770 -1.3717 -1.4191
48 N -2.1632 0.5403 -1.0500
49 H 1.3456 -1.3584 2.2386
50 H 0.7942 -4.5906 -2.4109
51 H 0.7917 2.5960 -2.5904
52 H 2.3455 -1.0624 -4.2567
53 C 1.3008 -0.8012 -2.4096
54 H 4.9899 -0.5446 2.0361
55 C 0.4493 -2.7187 -1.4448
56 H 5.2025 1.9325 2.3418
57 H 0.4088 -3.3058 1.7645
58 H 2.4865 0.8215 -1.7044
59 C -2.2306 1.8741 -1.2400
60 H -2.8537 -1.6556 0.8393
61 H -1.8907 -2.7002 0.0513
62 H 0.0432 -0.9275 4.3682
63 C -1.2835 0.3483 3.2625
64 N 0.1661 1.8571 -0.7207

Values from the calculation:
E_HOMO (spin up / spin down) in Eh: -0.7817 / -0.7814
Frontier orbital gap (spin up / spin down) in eV: 6.318 / 6.671
<S²>: 1.12
Net charge: +4
Spin multiplicity: 2

Atomic partial charges in e from the natural (NBO) method, atoms 1 to 4: H 0.189; N -0.560; H 0.284; C -0.197


Record 3
Formula: C2H4N4O
Source: the Open Molecules 2025 dataset
Level of theory: the ωB97M-V functional and the def2-TZVPD basis

Element x y z (Å)
1 O 2.6970 -0.8814 0.3832
2 H -1.4068 -0.6854 -0.9547
3 N -1.0498 1.6368 0.1104
4 N 0.9595 0.5868 0.6002
5 C -0.3292 0.5444 0.2135
6 H -2.2649 1.4286 -0.0448
7 N 0.5481 -1.2952 -0.7363
8 H 0.7141 -2.2387 -0.1953
9 C 1.5188 -0.5437 0.0111
10 H -0.7017 2.2228 0.7363
11 N -0.6851 -0.7748 -0.1237

Values from the calculation:
E_HOMO in Eh: -0.3458
Frontier orbital gap in eV: 9.367
Structure (SMILES): Nc1nc(=O)[nH][nH]1

Atomic partial charges in e from the natural (NBO) method, atoms 1 to 4: O -0.609; H 0.362; N -0.740; N -0.578


Record 4
Formula: C31H41N3O3SSe2Si2Ta
Source: the Open Molecules 2025 dataset
Level of theory: the ωB97M-V functional and the def2-TZVPD basis

Element x y z (Å)
1 C 4.8478 3.6571 2.9373
2 C -3.6830 -0.6472 1.5255
3 H -4.5021 -5.0941 -0.3798
4 C -4.7068 -2.5170 -3.3153
5 C -1.6648 2.4548 -1.7495
6 H 4.7806 4.0956 3.9646
7 N -1.7451 -0.1053 0.2728
8 H -2.2975 -3.9845 -3.4516
9 C 1.1663 -0.4132 2.4294
10 C -3.1164 3.9809 -0.3404
11 C 0.0249 -0.4170 5.1541
12 C -2.0952 -0.9727 -0.6872
13 C 2.3413 -2.3836 -2.8089
14 C -3.3722 3.7853 -2.7754
15 H -0.8412 -0.8069 4.6494
16 Si -3.7992 -3.1289 -1.7841
17 H -0.0940 0.6672 5.2166
18 H 1.3571 -2.9228 -2.8309
19 H -5.7367 -2.5042 -2.9767
20 H 2.2484 -3.9229 -0.1696
21 C 1.6701 -2.9964 0.0898
22 C -2.5011 0.0192 1.3965
23 H 3.6532 0.7046 3.6730
24 C 3.0613 0.5262 4.5951
25 H 6.9494 2.0215 0.8179
26 H -4.3760 -1.5174 -3.5769
27 S -0.8158 -1.2846 -1.8692
28 H -5.6205 -3.7450 -0.2042
29 C 3.5719 2.9806 1.0503
30 H 1.3920 -3.2369 4.5827
31 H 0.5987 -3.0803 -0.1484
32 H 3.6106 1.3773 -0.5224
33 C 2.2546 2.5726 0.5315
34 H 1.4534 -1.5309 -4.6661
35 N 1.1676 2.9971 1.0842
36 H 3.1963 -1.2438 -4.4179
37 C 6.0212 2.5468 1.1815
38 C -2.4211 -4.1947 -2.4008
39 C 0.6498 0.9122 -4.5755
40 C -1.1030 2.9919 0.5624
41 C 2.1900 -1.3333 -3.8739
42 H 3.7653 0.2682 5.3511
43 H -2.1085 2.4749 -3.9172
44 H 7.0352 3.3693 2.9587
45 O 2.2403 1.6655 -0.4693
46 C -3.7865 4.2640 -1.4861
47 H 3.1729 -3.0864 -2.9756
48 H 1.2452 0.8360 -5.5903
49 H 0.0922 -0.8375 6.1606
50 H -4.6535 4.9779 -1.4383
51 H -2.1730 0.6799 2.1724
52 H -1.4815 -4.0381 -1.8482
53 O -0.6581 1.6116 -1.8859
54 H 3.0414 -2.8424 4.8922
55 Ta 0.4194 0.4516 -0.5617
56 Si 1.6548 -0.7361 4.2519
57 O 4.6109 1.3913 -0.4126
58 C -4.1759 -1.3685 0.4159
59 H 1.8093 -2.5228 1.0751
60 C 3.6875 3.6574 2.2462
61 C 6.0684 3.1625 2.4766
62 H 2.6745 1.5268 4.8245
63 H -0.1828 0.2895 -4.6560
64 H -4.2851 -0.6755 2.4424
65 H -3.5103 4.3081 0.6219
66 Se 2.5886 -1.5307 -0.9542
67 C 2.1761 -2.5638 4.3290
68 C -3.3690 -1.6512 -0.7102
69 N 0.1181 2.4448 0.4302
70 C 4.7463 2.3187 0.5979
71 H -3.9110 4.1750 -3.6211
72 C -2.3968 2.8838 -2.9134
73 H -5.6318 -4.7317 -1.6756
74 C -2.0439 3.0738 -0.4437
75 H 2.4391 -2.8927 3.3239
76 H -5.2650 -1.6282 0.3174
77 C 0.9099 -0.1865 1.2437
78 H -2.6460 -5.2670 -2.2430
79 C -4.9816 -4.2993 -0.9347
80 H -4.5202 -3.2441 -4.1273
81 H 0.2483 1.9243 -4.5226
82 Se 1.7773 0.4329 -3.0911
83 H 2.7878 4.0536 2.6829
84 H -1.2430 3.5532 1.4737

Values from the calculation:
E_HOMO in Eh: -0.3681
Frontier orbital gap in eV: 6.350
Net charge: +1

Atomic partial charges in e from the Löwdin method, atoms 1 to 4: C -0.129; C -0.044; H 0.032; C -0.167


| no. | E_tot (eV) |
| --- | --- |
| 1 | -169974.8856 |
| 2 | -36907.5075 |
| 3 | -10144.2643 |
| 4 | -202254.5305 |